--- P ---
# C2H2OS2

An isolated molecule of C2H2OS2 (ωB97M-V/def2-TZVPD, the OMol25 dataset).

XYZ file:
```
7
Properties=species:S:1:pos:R:3:lowdin_charge:R:1
C 0.36 0.08 -0.08 -1.14
C -0.64 -1.08 0.00 -0.36
H 0.73 2.39 -0.11 -0.11
H -0.20 -2.01 0.39 0.11
O -1.82 -0.87 -0.12 0.04
S -0.41 1.67 -0.02 0.78
S 1.98 -0.19 -0.06 0.66
```

Results
Spin multiplicity: 1
SMILES string: O=CC(=S)S
HOMO level in eV: -9.340
Frontier orbital gap in eV: 7.831

---

--- Q ---
# C2H2OS2

An isolated molecule of C2H2OS2 (ωB97M-V/def2-TZVPD, the OMol25 dataset).

XYZ file:
```
7
Properties=species:S:1:pos:R:3:lowdin_charge:R:1
C 0.06 -0.15 -0.82 -0.87
C -0.48 0.53 0.66 -0.64
H 1.13 -1.42 0.43 0.19
H -0.85 1.62 0.44 0.06
O 0.93 -1.18 -0.65 -0.11
S -0.01 0.86 -2.12 0.69
S -0.78 -0.27 2.06 0.67
```

Results
Spin multiplicity: 1
SMILES string: OC(=S)C=S
HOMO level in eV: -9.192
Frontier orbital gap in eV: 7.521

---

--- R ---
# C2H2OS2

A cluster of 2 separate species, C2H2OS2 in total (ωB97M-V/def2-TZVPD, the OMol25 dataset).

XYZ file:
```
7
Properties=species:S:1:pos:R:3:lowdin_charge:R:1
C -1.59 0.99 0.75 -0.01
C -1.61 -0.18 1.01 -0.02
O 1.75 -0.71 -1.21 -1.23
S 2.10 0.14 -2.53 0.65
S 2.81 -1.06 0.07 0.57
H -1.62 2.04 0.60 0.01
H -1.83 -1.22 1.31 0.04
```

Results
Spin multiplicity: 1
HOMO level (spin up / spin down) in eV: -9.356 / -9.346
Frontier orbital gap (spin up / spin down) in eV: 6.220 / 6.208

---

In order of decreasing stability: P, Q, R.

---

--- P ---
# C2H6O4S

A cluster of 2 separate species, C2H6O4S in total (ωB97M-V/def2-TZVPD, the OMol25 dataset).

XYZ file:
```
13
Properties=species:S:1:pos:R:3:lowdin_charge:R:1
C 0.35 0.05 1.25 -0.27
C 1.20 0.67 0.10 -0.35
O -0.74 -1.38 -1.71 -0.38
O -2.29 0.43 -2.50 -0.38
O -0.31 -1.11 0.90 -0.12
O 0.46 1.51 -0.61 -0.07
S -1.34 -0.09 -1.52 0.84
H -0.29 0.85 1.67 0.13
H 1.26 -0.12 2.07 0.16
H 1.69 -0.10 -0.49 0.12
H 1.88 1.27 0.58 0.10
H 0.22 -1.76 0.44 0.09
H -2.09 -0.21 -0.17 0.14
```

Results
Spin multiplicity: 1
HOMO level (spin up / spin down) in eV: -10.125 / -9.625
Frontier orbital gap (spin up / spin down) in eV: 8.040 / 7.827

---

--- Q ---
# C2H6O4S

A cluster of 2 separate species, C2H6O4S in total (ωB97M-V/def2-TZVPD, the OMol25 dataset).

XYZ file:
```
13
Properties=species:S:1:pos:R:3:lowdin_charge:R:1
C 1.18 -0.36 -1.39 -0.22
C -0.34 -0.48 -1.56 -0.24
O -1.88 0.63 2.07 -0.36
O -0.08 -1.05 2.07 -0.53
O 1.73 0.91 -1.67 -0.08
O -1.19 0.38 -1.60 0.06
S -0.49 0.14 2.78 0.84
H 1.50 -1.02 -2.17 0.11
H 1.46 -0.61 -0.38 0.11
H -2.75 0.29 2.38 0.08
H -0.45 -1.61 -1.52 0.13
H 1.07 1.58 -1.33 0.11
H 0.24 1.17 2.32 -0.02
```

Results
Spin multiplicity: 1
HOMO level in eV: -9.832
Frontier orbital gap in eV: 10.245

---

In order of decreasing stability: Q, P.